108
Properties=species:S:1:pos:R:3:forces:R:3:lowdin_charge:R:1 method="wB97M-V/def2-TZVPD" total_charge=+1 s2=6.0309 lumo_energy_ev="-2.1 / -5.2" gap_ev="8.297 / 5.423" e_homo_ev="-10.38 / -10.58" spin_multiplicity=5 e_above_lowest_kcal_mol=0.0
Rh -0.435895 -0.066535 0.315223 -0.287 0.978 0.256 0.822
C -6.293156 4.346288 -2.068644 0.323 -0.010 -0.475 -0.036
C -5.120498 4.429947 -3.047754 -0.777 -0.669 -0.873 -0.298
C -5.674141 4.069509 -4.420295 0.062 1.165 -0.080 -0.162
C -4.614840 4.170785 -5.524192 0.824 -0.398 2.532 -0.099
C -3.431086 3.284885 -5.096990 0.184 0.150 -1.042 -0.089
C -2.506743 2.826325 -6.043602 -0.713 0.291 1.252 0.070
C -1.465353 1.992112 -5.653823 -0.067 0.306 -0.563 -0.257
F -0.625548 1.491211 -6.592636 -0.289 0.310 0.403 0.071
C -1.298584 1.694697 -4.353273 0.481 -1.216 1.357 0.067
C -2.201697 2.134623 -3.355879 0.852 -0.503 -1.082 -0.032
C -2.015981 1.718022 -1.980035 -1.074 1.521 0.140 -0.339
O -1.118423 0.956228 -1.665186 2.314 -2.134 0.116 -0.146
C -2.843446 2.331066 -1.027331 0.069 0.194 0.842 -0.017
C -3.788188 3.197945 -1.466195 -0.035 0.079 0.824 0.028
N -4.060971 3.438597 -2.742159 -0.950 1.461 0.593 0.035
C -3.250456 2.950091 -3.728068 -0.026 0.029 -1.019 -0.087
C -2.726168 2.230284 0.500564 -0.238 -0.781 -0.350 -0.580
O -3.568200 2.815860 1.150307 -0.200 0.480 0.279 0.057
O -1.817370 1.484721 1.039647 0.660 -0.235 -0.610 -0.162
H -7.087309 5.021009 -2.404190 0.141 -0.173 -0.059 0.094
H -5.986743 4.700433 -1.099740 -0.211 -0.227 0.572 0.072
H -6.671537 3.307477 -2.082289 0.112 0.534 0.415 0.110
H -4.735491 5.457815 -3.117089 0.312 -0.318 0.295 0.164
H -6.387782 4.882615 -4.571651 -0.425 -0.446 -0.396 0.122
H -6.177463 3.096290 -4.381535 0.077 0.184 -0.121 0.137
H -4.263382 5.215195 -5.523295 -0.240 -0.297 -0.618 0.134
H -5.072580 3.825421 -6.414252 0.040 0.021 -1.231 0.108
H -2.554407 3.152103 -7.053323 -0.298 0.094 -0.775 0.125
H -0.495807 1.021705 -4.051753 -0.079 0.262 -0.066 0.117
H -4.307713 3.728599 -0.671073 -0.208 -0.121 -0.431 0.139
N 2.771838 -1.246849 -0.711377 -1.082 0.809 -0.616 -0.093
P 1.304593 -0.624775 -1.281737 -0.654 -0.674 -0.034 0.975
C 1.941799 0.567421 -2.432788 0.284 0.714 -1.100 -0.367
C 1.885968 1.935553 -2.173876 0.528 0.285 -0.384 -0.090
C 2.537979 2.841483 -3.019790 -0.758 0.209 0.790 -0.060
C 3.290774 2.371319 -4.090557 -0.410 2.599 -0.459 -0.087
C 3.341174 1.040829 -4.360946 1.022 -1.828 -1.408 -0.093
C 2.615066 0.152655 -3.595373 -0.066 -1.736 0.710 -0.086
C 0.620268 -2.000087 -2.283138 0.371 0.647 0.491 -0.359
C -0.555317 -1.792357 -3.002194 -0.580 1.362 -0.567 -0.119
C -1.076421 -2.767159 -3.834445 1.939 -1.091 1.882 -0.046
C -0.462576 -4.032599 -3.778578 -0.461 0.613 -1.142 -0.059
C 0.688458 -4.241461 -3.038444 -0.282 0.395 0.234 -0.064
C 1.260520 -3.224146 -2.274624 -0.810 -0.202 -0.534 -0.082
C 2.938041 -1.929530 0.436565 0.325 -0.805 1.047 -0.423
C 4.206176 -2.370730 0.792648 0.239 -0.562 1.256 0.006
C 4.335978 -3.091867 1.992454 0.396 0.563 -1.522 -0.037
C 3.213508 -3.326209 2.761616 0.176 0.753 -0.587 -0.060
C 2.029164 -2.781042 2.329423 -0.798 -0.810 0.705 -0.163
N 1.860521 -2.164004 1.184538 0.055 0.835 -0.953 0.071
H 3.555504 -1.168127 -1.304918 0.896 0.157 -0.635 0.103
H 1.346819 2.340561 -1.338087 -0.240 -0.099 0.358 0.099
H 2.372401 3.915432 -2.780944 0.490 -0.860 -0.515 0.124
H 3.681889 3.136180 -4.795757 0.168 -0.824 0.644 0.126
H 3.993364 0.626454 -5.183469 -1.018 0.668 0.815 0.135
H 2.597725 -0.945275 -3.841308 0.158 1.219 0.142 0.127
H -1.031403 -0.786994 -2.964427 0.434 -0.915 -0.003 0.084
H -1.912294 -2.623540 -4.438887 -1.266 0.390 -0.827 0.091
H -0.891715 -4.765708 -4.467734 0.415 -0.215 0.544 0.113
H 1.154598 -5.187552 -3.027037 0.372 -1.022 -0.109 0.096
H 2.145137 -3.396155 -1.683019 0.120 -0.075 -0.052 0.101
H 5.066986 -2.140187 0.177392 -0.028 -0.060 0.026 0.116
H 5.331385 -3.441953 2.230547 -0.115 -0.146 0.326 0.114
H 3.231343 -3.855220 3.663398 0.179 -0.706 1.160 0.092
H 1.121701 -2.915996 2.923278 0.159 0.021 -0.064 0.123
C 3.133887 0.433846 7.717282 -0.601 -0.151 0.449 -0.071
C 3.510682 0.037593 6.314390 -0.198 -0.542 -0.535 -0.241
N 3.755972 1.173989 5.466081 0.825 0.746 -0.180 -0.057
C 5.014012 1.889489 5.714810 0.628 0.401 -0.491 -0.207
C 4.848075 3.317519 6.244227 1.023 0.138 -0.491 -0.068
C 3.113350 1.463457 4.308356 -0.537 -0.096 -0.243 -0.417
O 3.487561 2.244374 3.447814 0.829 0.194 0.297 0.083
C 1.758641 0.878610 4.040350 0.233 0.067 0.829 -0.106
C 0.729299 0.966483 4.960337 -0.181 -0.861 -1.042 0.023
C -0.546985 0.574054 4.585444 0.696 0.747 0.190 -0.010
C -0.744451 0.125842 3.309825 1.163 0.077 -0.429 -0.106
N 0.263305 0.059687 2.401071 -0.747 0.127 0.674 -0.046
C 1.481575 0.462958 2.755989 -0.685 -0.285 0.088 -0.066
H 2.782422 -0.475374 8.236685 0.263 0.479 0.087 0.086
H 2.292248 1.150712 7.684547 0.489 -0.207 0.263 0.074
H 4.006165 0.869083 8.255900 -0.740 -0.243 -0.311 0.089
H 2.806246 -0.610886 5.780965 -0.278 0.151 0.519 0.120
H 4.412401 -0.563133 6.374635 0.388 -0.096 -0.158 0.119
H 5.552798 1.869839 4.756631 0.006 0.311 0.269 0.123
H 5.653157 1.360640 6.430072 -0.479 -0.379 -0.111 0.118
H 4.371260 3.952927 5.473589 0.142 -0.210 0.661 0.081
H 5.870863 3.728593 6.496020 -1.068 -0.339 -0.438 0.096
H 4.303517 3.283421 7.181544 -0.350 0.230 0.012 0.061
H 0.879384 1.300495 5.948702 0.362 0.508 0.905 0.104
H -1.322799 0.809016 5.277320 -0.776 -0.441 0.154 0.115
H -1.697175 -0.140948 2.948397 -0.962 -0.245 -0.294 0.091
H 2.245632 0.464366 2.005443 0.302 -0.016 -0.288 0.119
O -2.584111 -8.128125 1.400753 0.339 0.305 -0.018 0.123
C -1.544969 -7.256326 1.266098 0.687 -1.771 0.354 -0.436
O -0.416794 -7.663883 1.477094 -1.595 0.699 -0.291 0.118
C -1.827488 -5.862466 0.845566 0.374 -0.074 0.373 -0.123
C -0.748859 -5.008676 0.902630 1.583 -0.527 0.352 0.008
C -0.880199 -3.694183 0.548144 0.786 0.290 0.582 -0.095
C -2.098655 -3.158395 0.168359 -0.210 -0.129 -0.313 -0.607
S -2.296273 -1.477754 -0.138654 -0.278 -0.343 -0.075 0.891
C -3.169560 -4.054761 0.050864 0.325 0.209 0.662 -0.070
C -3.045691 -5.360639 0.442563 0.024 -0.294 -0.635 -0.005
H -3.469552 -7.756644 1.276007 0.374 0.207 -0.017 0.104
H 0.227217 -5.435445 1.248596 -0.997 0.577 -0.423 0.148
H -0.026871 -3.057272 0.660906 0.251 0.339 -0.146 0.048
H -4.117374 -3.712019 -0.225076 -1.259 0.596 -0.576 0.096
H -3.875854 -6.013755 0.301832 -0.645 -0.290 0.080 0.114